(1)
Molecular formula: C4F30HfO12P3S4
Method: DFT, wB97M-V/def2-TZVPD

The relative energy (zero: lowest compared OMol25 entry of this formula, charge and spin) is 456.2 kJ/mol. The calculation puts the total energy at -182777.6739 eV. As for the total charge: -3. The highest occupied orbital energy comes out at -2.296 eV. The HOMO-LUMO gap is 8.68 eV. Its multiplicity is 1.

Geometry (Å):
Hf  -0.26926  0.28442  0.09840
C  -2.68546  -3.68857  0.54880
F  -3.09314  -4.16210  1.75053
F  -3.04243  -4.54443  -0.49599
F  -3.25218  -2.43228  0.44189
S  -0.71809  -3.36710  0.47992
O  -0.13940  -4.03292  1.62926
O  -0.29141  -3.84747  -0.83879
O  -0.60379  -1.88700  0.57932
C  -1.80751  4.63747  -1.59216
F  -2.95687  5.05715  -2.19601
F  -1.18720  4.02437  -2.57011
F  -1.04347  5.60394  -1.18940
S  -2.11208  3.50030  -0.00196
O  -1.28637  2.28568  -0.22922
O  -1.60033  4.24573  1.13684
O  -3.54567  3.12819  0.01172
C  3.93990  -1.39724  2.52892
F  4.45253  -0.36324  1.80613
F  4.29944  -2.48412  1.85446
F  4.49685  -1.47859  3.73549
S  2.05726  -1.05690  2.83317
O  1.99430  -0.21553  4.04435
O  1.38606  -0.33084  1.70954
O  1.46112  -2.42603  2.99074
C  2.11883  -2.31348  -3.52277
F  1.45331  -1.44424  -4.23532
F  1.50554  -3.47465  -3.32775
F  3.31533  -2.52050  -4.08256
S  2.45749  -1.51170  -1.73096
O  3.73318  -0.76950  -1.77560
O  1.37235  -0.62926  -1.18697
O  2.49903  -2.72770  -0.98583
P  -1.95138  -0.01366  -2.68037
F  -1.18720  -0.45920  -4.06137
F  -1.05518  -1.06482  -1.89826
F  -0.74508  0.93279  -2.32356
F  -2.36711  0.10604  -1.17082
F  -2.91138  1.10273  -3.38106
F  -2.95722  -1.19062  -2.94124
P  -2.13463  0.28580  2.90461
F  -0.75313  1.04578  2.50827
F  -1.59859  0.61918  4.38155
F  -2.85328  1.71837  2.83682
F  -3.54823  -0.51064  3.32375
F  -2.41033  0.13086  1.28575
F  -1.19664  -1.05129  2.90748
P  2.19014  2.68831  -0.00785
F  3.09313  3.45437  1.12921
F  1.32307  4.00182  -0.07566
F  3.16779  3.22713  -1.18536
F  1.10009  1.99854  -1.00764
F  2.76338  1.21293  0.16479
F  1.12391  2.10369  1.07288


(2)
Molecular formula: C10H30O20P2V
Method: DFT, wB97M-V/def2-TZVPD

The calculation puts the total energy at -96061.4552 eV. As for the total charge: -5. The highest occupied orbital energy comes out at 7.945 eV. The HOMO-LUMO gap is 1.52 eV. Its multiplicity is 1.

Geometry (Å):
O  0.54481  -0.26763  0.98358
V  -0.58843  -1.09298  0.20896
O  -0.99975  -0.28313  -1.09844
P  -2.21537  -2.26537  2.07384
O  -2.34452  -0.88320  1.33539
O  -0.74222  -2.61905  1.64886
O  -3.18796  -3.33085  1.49848
O  -2.15108  -2.23300  3.61162
P  1.84295  -2.15874  -1.87474
O  2.21965  -0.65248  -2.25023
O  1.79673  -2.91320  -3.25995
O  0.59127  -2.37557  -0.99424
O  3.21695  -2.73743  -1.33202
C  1.05189  0.57328  4.70035
C  0.75807  0.60612  6.17475
O  -0.53032  1.18689  6.42185
O  0.24223  -0.37406  4.04532
H  2.09601  0.37977  4.43104
H  0.86334  1.56593  4.26437
H  1.50544  1.14940  6.76428
H  0.74671  -0.40681  6.59797
H  -1.17087  0.54498  6.08785
H  -0.48615  0.09941  3.62908
C  -2.81344  1.85259  -2.48704
C  -2.86849  1.35900  -3.90900
O  -1.68537  1.67216  -4.65606
O  -2.88999  3.28496  -2.32397
H  -1.85597  1.51843  -2.07075
H  -3.56150  1.35391  -1.86000
H  -3.70684  1.78867  -4.48589
H  -2.92500  0.26584  -3.96940
H  -0.90507  1.54826  -4.06080
H  -3.80976  3.52969  -2.45650
C  3.93883  -0.23565  1.91757
C  4.17646  1.22432  1.64074
O  4.84598  1.84593  2.77874
O  5.12354  -0.99584  1.65054
H  3.10373  -0.59883  1.32694
H  3.66475  -0.31706  2.97421
H  3.21884  1.72552  1.47377
H  4.71439  1.37478  0.70234
H  4.69966  2.78813  2.66974
H  4.85536  -1.71192  1.05641
C  1.25554  2.32213  -1.01495
C  0.74333  2.48963  -2.43111
O  0.46386  1.23546  -3.01100
O  2.47193  1.60723  -0.95452
H  0.54024  1.77448  -0.38618
H  1.47268  3.30944  -0.56584
H  1.45602  3.01901  -3.08970
H  -0.21156  3.03822  -2.40848
H  1.12031  0.51532  -2.65743
H  2.29364  0.65865  -1.28332
C  -3.18337  -2.47319  -3.11923
C  -3.38855  -2.37827  -1.61827
O  -2.32355  -3.01793  -0.93931
O  -1.95458  -1.96729  -3.54005
H  -4.02487  -1.92241  -3.58861
H  -3.32468  -3.50932  -3.48517
H  -4.29508  -2.95665  -1.36200
H  -3.43587  -1.32886  -1.30177
H  -2.73835  -3.18785  -0.02484
H  -1.31661  -2.01299  -2.79778


(3)
Molecular formula: C17H21BCl2N7O3PtS2
Method: DFT, wB97M-V/def2-TZVPD

The relative energy (zero: lowest compared OMol25 entry of this formula, charge and spin) is 623.6 kJ/mol. The calculation puts the total energy at -85175.6642 eV. The highest occupied orbital energy (spin up / spin down) comes out at -7.283 / -7.291 eV. The HOMO-LUMO gap (spin up / spin down) is 7.40 / 7.28 eV. Its multiplicity is 2.

Geometry (Å):
Pt  0.08979  -0.14832  -0.46998
B  3.05527  1.33838  0.33906
N  2.76506  -0.04070  0.99162
C  3.58962  -0.67221  1.83798
C  3.03701  -1.89741  2.16607
C  1.84428  -1.93614  1.44552
N  1.68967  -0.80431  0.76379
N  2.46783  1.42398  -1.14519
C  2.82837  2.34509  -1.95832
C  2.17826  2.15820  -3.27107
C  1.48996  0.81568  -3.06990
N  1.60895  0.49426  -1.72199
H  2.59732  2.24591  0.97511
H  4.25087  1.41648  0.21715
H  4.52423  -0.21948  2.12139
H  3.45758  -2.66069  2.79670
H  1.11421  -2.72138  1.34840
H  3.54446  3.08983  -1.64511
H  2.83806  2.18801  -4.13544
H  -0.08914  1.37602  -0.41960
O  0.95249  0.15524  -3.91761
N  -1.31564  0.26094  -1.82197
C  -1.43846  2.32344  -3.91358
C  -2.00120  1.27685  -4.34613
C  -2.54175  -0.05716  -4.46175
C  -2.28696  -1.02498  -3.58001
C  -1.40313  -0.86948  -2.41326
S  -0.43777  -2.23332  -1.82823
H  1.38703  2.90328  -3.43215
H  -2.08681  2.05334  -5.21371
H  -3.15675  -0.26566  -5.32604
H  -2.68472  -2.01905  -3.74933
Cl  0.13752  3.70202  1.84435
C  -0.51320  4.16517  0.35994
Cl  -1.16894  3.00324  -0.68024
C  -4.11157  3.75457  1.04455
O  -4.03309  4.90199  0.89444
O  -4.19584  2.61142  1.20396
H  -0.74003  5.19810  0.16101
C  -1.71838  -3.51257  1.12997
N  -1.24190  -2.71420  2.24308
C  -0.93065  -3.32914  3.53210
C  -0.60313  -2.12369  4.43399
N  -0.96816  -1.00506  3.57179
C  -1.25079  -1.39282  2.32318
S  -1.65599  -0.24077  1.11534
H  -1.06912  -4.37982  1.00912
H  -1.69438  -2.92099  0.21633
H  -2.73889  -3.85334  1.32239
H  -0.09354  -4.02007  3.42545
H  -1.79551  -3.89271  3.88881
H  0.45597  -2.08288  4.69000
H  -1.18821  -2.12197  5.35174
H  -0.75014  -0.04110  3.75630


(4)
Molecular formula: C3H8N2S
Method: DFT, wB97M-V/def2-TZVPD

The relative energy (zero: lowest compared OMol25 entry of this formula, charge and spin) is 132.6 kJ/mol. The calculation puts the total energy at -17055.3557 eV. The highest occupied orbital energy comes out at -8.424 eV. The HOMO-LUMO gap is 9.23 eV. Its multiplicity is 1.

Geometry (Å):
C  2.42217  0.01663  0.69465
C  -0.77933  0.30521  -0.45260
C  -2.09077  -0.38280  -0.07409
H  2.17834  0.91472  1.26331
H  3.48467  -0.10988  0.65458
H  1.81606  -0.79904  1.14540
H  0.19674  -1.52984  -1.05086
H  -2.93317  0.32255  0.12018
H  -2.03331  -0.91043  0.83440
H  -2.32088  -1.07399  -0.87294
H  -1.42986  1.94805  0.02582
N  0.28096  -0.47981  -0.88319
N  -0.57861  1.53340  -0.39773
S  1.78697  0.24523  -1.00693


(5)
Molecular formula: C26H34Cl2GeIN3O4S2V
Method: DFT, wB97M-V/def2-TZVPD

The relative energy (zero: lowest compared OMol25 entry of this formula, charge and spin) is 0.0 kJ/mol. The calculation puts the total energy at -177195.1793 eV. As for the total charge: -1. The highest occupied orbital energy (spin up / spin down) comes out at -3.980 / -3.915 eV. The HOMO-LUMO gap (spin up / spin down) is 5.91 / 5.84 eV. Its multiplicity is 3.

Geometry (Å):
V  -0.14854  0.21246  0.36577
O  -0.22283  2.00029  1.67128
S  -0.80853  1.65713  3.04117
C  -2.55466  1.24755  2.75379
C  -3.27994  2.56649  2.54832
C  -2.77235  3.46532  3.67275
C  -1.25106  3.30661  3.70249
H  -2.90281  0.71054  3.63963
H  -2.58556  0.56382  1.90610
H  -4.36314  2.44390  2.58056
H  -3.01293  2.97699  1.57221
H  -3.20035  3.13384  4.62203
H  -3.05771  4.50863  3.53251
H  -0.81381  3.42331  4.69229
H  -0.74979  3.98080  3.00791
Cl  2.68953  1.46899  3.26100
C  3.46263  -0.09386  3.57816
Cl  5.22003  -0.01721  3.33771
H  3.02068  -0.81181  2.89836
H  3.26410  -0.36258  4.60657
N  -0.94508  -1.35544  -0.82216
C  -1.57412  -1.93386  -1.61427
N  -2.26728  -2.63142  -2.44999
C  -2.29351  -2.34191  -3.73461
N  -2.36907  -2.16141  -4.87918
I  -5.61598  -4.42065  4.72347
C  -3.80453  -3.51123  4.17642
C  -3.64948  -3.03521  2.88383
C  -2.45135  -2.42159  2.53884
C  -1.42255  -2.29890  3.46508
C  -1.59550  -2.80717  4.74507
C  -2.79085  -3.40804  5.11681
C  -0.11620  -1.61559  3.09540
O  0.86846  -1.78032  3.80569
O  -0.18482  -0.89187  2.04768
H  -4.44300  -3.14454  2.15778
H  -2.29440  -2.04968  1.53325
H  -0.77337  -2.72203  5.44428
H  -2.92882  -3.79178  6.11817
C  1.67483  -0.08776  -6.72786
C  1.21857  0.54907  -5.44142
C  -0.01736  0.23397  -4.89073
C  -0.41646  0.80571  -3.68818
C  0.42350  1.68952  -3.03911
C  1.66554  2.00915  -3.56651
C  2.05195  1.44616  -4.77015
S  -0.08091  2.45363  -1.50831
C  -1.08491  3.73891  -2.29830
O  -1.16214  1.55853  -0.91428
H  0.95697  -0.83181  -7.06900
H  2.63971  -0.57933  -6.59142
H  1.79384  0.66215  -7.51311
H  -0.67897  -0.48492  -5.36035
H  -1.36578  0.52544  -3.24484
H  2.33524  2.66006  -3.01636
H  3.02966  1.67447  -5.17952
H  -1.84036  3.26541  -2.92390
H  -0.42912  4.37088  -2.89463
H  -1.54775  4.31718  -1.49909
C  3.38775  -2.11683  0.40727
Ge  2.69994  -0.95427  -1.03200
C  1.86046  -2.13551  -2.35615
C  4.29857  -0.21539  -1.93475
C  1.60106  0.44171  -0.29000
H  3.74787  -3.06828  0.00880
H  2.58760  -2.31345  1.12513
H  4.21072  -1.62812  0.93350
H  2.63705  -2.74525  -2.82498
H  1.35330  -1.55830  -3.13010
H  1.13481  -2.79420  -1.88101
H  5.03235  -1.00164  -2.12819
H  4.76605  0.54536  -1.30587
H  4.01585  0.23828  -2.88517
H  2.21902  1.27086  0.08842